1.
Below is C40H38CuFN6O5 as an isolated structure, with properties calculated with ωB97M-V/def2-TZVPD.

Each line ends with the Löwdin spin population.
Atoms and positions in Å:
Cu 0.108 0.571 -0.055  0.745
F 3.376 -4.581 -2.620  0.000
O 0.132 1.911 1.334  0.072
O -0.391 -1.930 1.159  -0.001
O 0.483 -0.772 -1.457  0.038
O -0.629 2.716 -3.516  0.002
O -0.122 2.041 -1.439  0.026
N 4.122 -4.268 -5.331  0.000
N 1.660 -0.227 1.026  0.078
N 4.556 -5.797 -7.272  0.000
N -2.090 0.402 0.080  0.005
N 1.667 -0.092 -5.295  0.000
N 2.638 0.486 1.399  0.011
C 1.050 -3.873 1.069  0.000
C 3.220 -2.153 0.969  0.004
C 5.283 -3.797 -6.066  0.000
C 4.324 -5.623 -4.833  0.000
C 0.843 -2.500 1.093  0.001
C 4.989 1.930 1.880  0.001
C 3.728 2.554 1.838  0.000
C -2.824 -0.263 -0.813  0.000
C 1.004 0.775 -7.572  0.000
C 1.248 2.500 1.537  -0.001
C 2.026 0.158 -6.674  0.000
C 3.426 -3.524 0.954  0.000
C 0.590 0.732 -3.299  0.000
C 2.375 4.577 2.089  -0.004
C -4.193 -0.405 -0.711  0.000
C 0.978 0.843 -4.597  0.000
C 0.879 -0.475 -2.608  0.004
C 4.936 -6.454 -5.975  0.000
C -6.351 0.036 0.514  0.000
C 1.935 -1.626 1.029  0.007
C -0.140 1.938 -2.703  0.002
C 2.084 -1.245 -4.652  0.000
C 2.121 -2.609 -2.663  0.000
C 3.658 3.933 2.099  0.000
C 3.316 -3.331 -4.639  0.000
C -4.093 0.860 1.292  0.000
C 2.879 -2.198 -5.299  0.000
C 2.922 -3.507 -3.304  0.000
C -2.721 0.959 1.115  0.000
C 1.695 -1.456 -3.325  0.002
C 6.122 2.655 2.166  -0.001
C 2.506 1.826 1.535  0.001
C 6.050 4.033 2.413  0.000
C 2.339 -4.385 1.000  0.002
C 5.290 -4.488 -7.435  0.000
C -1.407 -2.610 1.881  0.000
C 1.374 -0.668 -7.748  0.000
C 1.234 3.906 1.839  0.006
C 4.829 4.657 2.379  -0.001
C -4.862 0.166 0.368  0.000
H 0.271 4.399 1.826  0.000
H 4.433 -3.918 0.911  0.000
H 4.752 5.721 2.573  0.000
H 0.031 0.990 -7.152  0.000
H 4.051 -1.462 0.936  0.000
H -2.299 -1.995 1.796  0.000
H 6.207 -4.026 -5.521  0.000
H 3.132 -2.054 -6.342  0.000
H -2.280 -0.699 -1.645  0.000
H 3.559 -5.581 -7.226  0.000
H 4.991 -5.679 -3.970  0.000
H 4.568 -7.476 -5.977  0.000
H 4.758 -3.919 -8.194  0.000
H -6.645 -1.014 0.548  0.000
H 4.715 -6.409 -8.071  0.000
H 6.023 -6.473 -5.948  0.000
H 6.295 -4.711 -7.786  0.000
H -6.705 0.521 1.421  0.000
H 0.651 -1.406 -7.426  0.000
H 2.487 -5.457 0.992  0.000
H -1.128 -2.710 2.932  0.000
H -6.860 0.489 -0.338  0.000
H 1.351 1.496 -8.298  0.000
H 7.082 2.154 2.204  0.000
H 2.340 5.642 2.289  0.000
H -4.555 1.333 2.149  0.000
H 5.052 0.868 1.692  0.000
H 1.844 -2.772 -1.628  0.000
H 0.708 1.747 -5.128  0.000
H 0.208 -4.549 1.119  0.000
H -4.736 -0.952 -1.472  0.000
H 3.061 0.446 -6.810  0.000
H 1.971 -0.950 -8.605  0.000
H 3.363 -6.042 -4.540  0.000
H -2.099 1.506 1.812  0.000
H 6.947 4.596 2.633  0.000
H 5.252 -2.720 -6.198  0.000
H -1.620 -3.595 1.465  0.000

Properties
- 2S+1 = 2
- ⟨S²⟩ = 0.757
- LUMO energy (alpha / beta) (Eh) = -0.12221 / -0.12221
- gap between HOMO and LUMO (alpha / beta) (eV) = 5.3 / 5.3
- maximum force (eV Å⁻¹) = 0.429
- total charge = +1



2.
Below is C41H42P2RuSe as an isolated structure in a non-equilibrium geometry, with properties calculated with ωB97M-V/def2-TZVPD.

Each line ends with the Löwdin spin population.
Atoms and positions in Å:
Ru 2.394 2.075 -1.593  2.099
Se 1.369 0.953 0.845  0.374
P 0.269 -0.594 -2.955  0.031
P 0.381 2.705 -0.634  0.307
C -2.988 5.147 -0.297  0.002
C -2.140 -1.082 2.321  0.001
C 3.736 4.573 1.835  0.015
C -0.811 -1.572 -4.006  0.000
C -2.731 3.799 1.692  -0.001
C 2.446 -1.252 -4.476  0.001
C -1.341 -3.368 -5.535  0.000
C -3.122 -2.086 -4.522  0.000
C 3.506 4.724 -2.279  0.068
C 3.738 -1.651 -4.764  0.004
C 4.686 2.820 -3.484  0.008
C 4.163 -1.920 -2.402  0.004
C 2.197 3.705 -4.830  0.026
C -1.883 4.522 -0.885  0.020
C 1.997 -1.122 -3.159  0.013
C 2.942 3.245 0.057  0.076
C -1.150 3.588 -0.117  0.064
C 1.648 3.872 0.050  0.095
C -0.390 -2.625 -4.837  0.001
C 1.620 4.801 -3.958  0.013
C 4.628 4.317 -3.156  0.006
C -2.184 -1.305 -3.855  0.003
C 2.178 4.794 -2.565  0.064
C 3.820 3.359 1.155  0.016
C -3.397 4.811 0.998  0.009
C 3.371 2.106 -3.263  0.036
C -0.147 -1.023 -1.252  0.007
C 2.857 -1.523 -2.105  0.011
C 4.637 -1.934 -3.723  0.001
C 0.138 -0.371 1.813  0.051
C -0.277 -2.265 3.300  0.002
C 2.624 5.404 1.636  0.018
C -1.659 -2.121 3.132  0.000
C 2.283 2.428 -4.058  0.195
C 0.622 -1.385 2.669  0.014
C 1.524 4.979 0.877  0.032
C -0.122 2.256 -2.375  0.061
C -1.576 3.228 1.164  0.009
C -0.306 1.089 -3.088  0.137
C -1.243 -0.223 1.659  0.004
C -2.706 -3.115 -5.375  0.001
H 1.745 -1.061 -5.284  0.000
H -4.177 -1.886 -4.375  0.000
H 5.677 -2.173 -3.945  0.000
H 0.671 -2.857 -4.929  0.000
H 4.943 2.681 -4.540  -0.001
H 3.823 5.157 -1.347  0.003
H 4.063 -1.759 -5.796  0.000
H -3.210 -0.929 2.203  0.000
H 1.491 5.244 -1.838  0.004
H -1.626 0.565 1.015  0.000
H 4.527 4.839 2.535  0.001
H 3.537 3.178 -0.924  0.013
H 5.579 4.537 -2.662  0.000
H 3.159 4.016 -5.253  0.004
H 4.539 2.549 1.333  0.002
H 5.450 2.293 -2.904  0.001
H 1.689 -1.484 2.837  0.004
H 1.741 5.796 -4.423  0.002
H -3.441 -3.712 -5.909  0.000
H 0.094 -3.062 3.937  0.000
H -0.997 1.184 -3.925  0.006
H -1.589 4.777 -1.912  0.001
H -3.089 3.451 2.657  0.000
H -3.541 5.904 -0.848  0.000
H 1.500 1.710 -4.294  0.013
H -4.228 5.329 1.466  0.001
H -0.561 3.133 -2.887  0.006
H -2.364 -2.782 3.635  0.000
H -2.507 -0.494 -3.191  0.002
H -0.972 2.488 1.712  0.000
H -1.217 -0.782 -1.076  0.000
H 0.454 -0.317 -0.650  0.003
H 2.605 6.376 2.132  0.002
H 4.609 4.889 -4.081  0.002
H 0.533 4.652 -3.849  0.001
H 1.515 3.557 -5.674  0.002
H 0.584 5.497 0.918  0.000
H 0.154 -2.054 -1.106  0.001
H 2.522 -1.510 -1.063  0.003
H 3.488 1.038 -2.916  0.028
H -1.005 -4.155 -6.200  0.000
H 4.847 -2.214 -1.594  0.000

Properties
- 2S+1 = 5
- ⟨S²⟩ = 6.040
- LUMO energy (alpha / beta) (Eh) = -0.23392 / -0.26951
- gap between HOMO and LUMO (alpha / beta) (eV) = 4.8 / 5.8
- maximum force (eV Å⁻¹) = 4.246
- total charge = +2



3.
Below is C21H21FeN5O6 as an isolated structure in a non-equilibrium geometry, with properties calculated with ωB97M-V/def2-TZVPD.

Each line ends with the Löwdin spin population.
Atoms and positions in Å:
Fe -0.116 -0.118 -0.405  3.799
O 0.364 1.968 -0.413  0.116
O 2.288 -0.120 -0.300  0.021
O 0.700 3.499 1.185  0.301
O 0.098 0.010 1.666  0.096
O 0.680 1.120 3.511  0.171
O -0.682 -2.275 -0.794  0.034
N -7.400 0.712 0.837  0.000
N -2.492 -2.933 0.390  0.001
N -0.934 -4.462 -0.326  0.002
N -7.288 -0.472 -1.049  0.000
N -2.395 0.393 -0.451  0.026
C -8.686 0.369 0.522  0.000
C -6.598 0.184 -0.142  0.000
C -2.996 0.858 0.642  0.002
C -5.162 0.304 -0.210  0.000
C -9.737 -0.889 -1.291  0.000
C -4.370 0.854 0.803  0.001
C 0.988 2.557 0.496  0.090
C 4.309 -0.362 0.797  0.008
C 2.367 0.808 1.835  0.075
C 4.428 0.791 -0.216  0.013
C 0.878 0.646 2.427  0.063
C -1.336 -3.182 -0.258  0.005
C -9.909 0.642 1.115  0.000
C -11.032 0.143 0.482  0.000
C -4.516 -0.177 -1.359  0.001
C -8.588 -0.387 -0.677  0.000
C -3.143 -0.091 -1.444  0.004
C 2.786 -0.418 1.006  0.014
C 2.945 1.142 -0.439  0.023
C 2.449 1.914 0.792  0.116
C -10.945 -0.605 -0.697  0.000
H -5.110 -0.614 -2.144  0.000
H 4.654 -1.300 0.366  0.003
H -2.349 1.242 1.419  0.000
H 2.392 -1.372 1.349  -0.001
H 2.993 0.992 2.708  0.006
H 2.706 1.597 -1.398  -0.001
H 4.882 0.466 -1.150  0.004
H 4.997 1.635 0.166  0.001
H -1.472 -5.218 0.058  0.000
H 4.850 -0.184 1.722  0.000
H -9.663 -1.455 -2.204  0.000
H -11.854 -0.962 -1.152  0.000
H -2.730 -1.973 0.571  0.000
H -0.106 -4.684 -0.853  0.000
H -9.979 1.222 2.021  0.000
H -4.798 1.257 1.708  0.000
H -2.985 -3.647 0.898  0.000
H -7.112 1.269 1.624  0.000
H -2.610 -0.422 -2.327  0.001
H 3.070 2.757 1.088  0.003
H -12.003 0.337 0.909  0.000

Properties
- 2S+1 = 6
- ⟨S²⟩ = 8.763
- LUMO energy (alpha / beta) (Eh) = -0.10834 / -0.24409
- gap between HOMO and LUMO (alpha / beta) (eV) = 7.7 / 4.0
- maximum force (eV Å⁻¹) = 1.850
- total charge = +1



4.
Below is a 2-piece molecular cluster, C5H7NO2 overall in a non-equilibrium geometry, with properties calculated with ωB97M-V/def2-TZVPD.

Each line ends with the natural charge from an NBO analysis.
Atoms and positions in Å:
O -1.109 2.676 -0.020  -0.490
O 2.612 1.708 0.700  -0.392
N 2.908 2.058 -0.356  0.243
C -0.499 0.311 0.388  -0.328
C -0.182 -0.308 -0.940  -0.581
C -0.834 1.546 0.233  0.701
C -0.651 -0.644 1.560  -0.601
C 3.052 2.365 -1.422  -0.088
H 3.257 2.341 -2.438  0.239
H -0.424 -0.077 2.568  0.226
H 0.683 -0.933 -0.742  0.218
H 0.048 0.548 -1.601  0.211
H -1.084 -0.732 -1.315  0.212
H 0.105 -1.405 1.500  0.214
H -1.627 -1.147 1.583  0.215

Properties
- LUMO energy (Eh) = 0.02925
- gap between HOMO and LUMO (eV) = 9.2
- SMILES = C#[N+][O-].CC(C)=C=O
- maximum force (eV Å⁻¹) = 4.485